Record 1
{"formula": "C34H41N6OsS", "method": "ωB97M-V/def2-TZVPD", "spin_multiplicity": 5, "energy_ha": -2137.3322, "total_charge": 1, "s2": 6.03, "orbital_gap_ha": [0.25649, 0.20113], "species": ["Os", "N", "C", "S", "N", "N", "C", "C", "C", "C", "C", "C", "N", "H", "H", "H", "H", "H", "H", "H", "C", "C", "C", "C", "C", "C", "C", "C", "C", "C", "C", "C", "N", "C", "C", "C", "C", "C", "N", "C", "C", "C", "C", "H", "H", "H", "H", "H", "H", "H", "H", "H", "H", "H", "H", "H", "H", "H", "H", "H", "H", "H", "H", "H", "H", "H", "H", "H", "H", "H", "H", "H", "C", "C", "C", "C", "C", "C", "H", "H", "H", "H", "H"], "xyz": [[-0.193, -0.167, 0.607], [0.798, 1.330, 4.781], [0.375, 1.235, 3.521], [1.450, 0.458, 2.385], [-0.777, 1.765, 3.196], [-1.170, 1.640, 1.942], [-2.209, 2.268, 1.503], [-2.540, 2.182, 0.102], [-3.618, 2.885, -0.451], [-3.819, 2.836, -1.817], [-2.937, 2.110, -2.602], [-1.901, 1.434, -1.977], [-1.718, 1.448, -0.669], [1.712, 0.993, 5.038], [0.232, 1.808, 5.463], [-2.806, 2.897, 2.156], [-4.267, 3.466, 0.185], [-4.637, 3.372, -2.271], [-3.045, 2.072, -3.671], [-1.185, 0.868, -2.559], [4.990, -1.571, -2.400], [3.909, -1.138, -1.411], [4.149, -1.754, -0.030], [3.819, 0.363, -1.238], [4.970, 1.128, -1.308], [4.953, 2.489, -1.051], [3.778, 3.098, -0.653], [2.602, 2.376, -0.539], [1.331, 3.070, -0.108], [0.830, 4.021, -1.194], [1.528, 3.834, 1.201], [2.609, 1.012, -0.886], [1.407, 0.310, -0.930], [1.151, -0.375, -2.010], [0.061, -1.245, -2.092], [-0.343, -2.019, -3.192], [-1.511, -2.638, -2.811], [-1.814, -2.216, -1.500], [-0.843, -1.398, -1.049], [-3.086, -2.551, -0.768], [-4.146, -3.076, -1.744], [-3.630, -1.277, -0.111], [-2.796, -3.638, 0.277], [4.845, -2.612, -2.675], [5.982, -1.480, -1.968], [4.950, -0.974, -3.310], [2.962, -1.541, -1.776], [5.058, -1.357, 0.412], [4.242, -2.833, -0.112], [3.316, -1.525, 0.634], [5.904, 0.662, -1.574], [5.861, 3.067, -1.145], [3.775, 4.153, -0.435], [0.566, 2.300, 0.063], [1.564, 4.798, -1.377], [-0.097, 4.488, -0.874], [0.646, 3.498, -2.128], [2.183, 4.686, 1.055], [1.959, 3.195, 1.966], [0.569, 4.203, 1.560], [1.750, -0.221, -2.907], [0.178, -2.095, -4.126], [-2.096, -3.307, -3.406], [-4.290, -2.376, -2.562], [-5.092, -3.191, -1.221], [-3.864, -4.043, -2.152], [-3.969, -0.581, -0.877], [-2.856, -0.789, 0.479], [-4.468, -1.514, 0.539], [-2.449, -4.541, -0.219], [-3.700, -3.874, 0.832], [-2.033, -3.319, 0.980], [-1.416, -3.130, 4.253], [-2.237, -2.045, 4.001], [-1.957, -1.183, 2.950], [-0.858, -1.408, 2.120], [-0.050, -2.517, 2.381], [-0.323, -3.370, 3.438], [-1.619, -3.781, 5.089], [-3.096, -1.862, 4.625], [-2.622, -0.345, 2.787], [0.804, -2.732, 1.740], [0.319, -4.220, 3.622]], "atomic_forces_ev_per_a": [[0.18, 0.17, 0.37], [0.12, 0.01, 0.21], [-0.17, -0.12, -0.93], [-0.25, -0.18, -0.97], [-0.46, 0.57, 1.39], [-0.01, -0.46, -1.28], [0.61, -0.26, 0.97], [-0.29, 0.05, -0.96], [0.44, -0.25, 0.37], [0.18, -0.13, -0.19], [-0.08, 0.13, 0.29], [-0.02, -0.06, -0.42], [0.14, -0.07, 0.57], [-0.15, -0.01, -0.01], [0.00, 0.05, -0.06], [0.10, 0.04, 0.12], [-0.04, 0.05, 0.11], [-0.12, 0.06, -0.02], [0.02, -0.04, -0.19], [-0.04, -0.13, -0.01], [-0.21, 0.05, 0.00], [0.08, -0.13, 0.11], [-0.16, -0.07, -0.20], [-0.51, 0.17, 0.07], [0.02, 0.20, -0.01], [-0.07, -0.02, 0.07], [0.16, -0.09, 0.01], [-0.22, -0.46, -0.14], [0.02, 0.02, 0.07], [-0.12, -0.29, 0.15], [-0.11, -0.21, -0.07], [1.40, 0.99, 0.07], [-1.50, -0.93, 0.65], [-0.44, 0.02, -0.24], [0.27, -0.31, -0.77], [0.32, 0.42, 0.52], [-0.12, 0.11, 0.38], [-0.49, -0.28, -0.47], [0.78, 0.82, 0.69], [-0.06, -0.03, 0.31], [0.25, 0.13, 0.13], [0.17, -0.15, -0.09], [0.01, 0.16, -0.09], [0.03, -0.14, 0.01], [0.17, 0.03, 0.01], [0.05, 0.02, -0.08], [0.19, 0.00, 0.05], [0.12, 0.05, 0.08], [0.02, -0.18, 0.06], [-0.06, 0.02, 0.17], [0.14, -0.10, -0.06], [0.06, 0.04, 0.01], [0.00, 0.18, 0.05], [0.14, 0.29, -0.07], [0.10, 0.17, -0.07], [-0.16, 0.15, 0.01], [-0.01, -0.09, -0.19], [0.11, 0.19, 0.01], [0.06, -0.01, 0.07], [-0.11, 0.11, 0.07], [0.08, -0.06, 0.12], [0.11, -0.02, -0.22], [-0.20, -0.13, -0.10], [-0.08, 0.06, -0.14], [-0.08, -0.05, 0.07], [-0.01, -0.10, -0.06], [-0.04, 0.15, -0.07], [-0.16, 0.04, 0.08], [-0.10, -0.02, 0.12], [0.04, -0.13, -0.02], [-0.15, -0.05, 0.08], [0.02, -0.02, 0.09], [-0.05, 0.04, 0.07], [0.04, 0.04, -0.10], [-0.22, 0.15, -0.08], [0.13, 0.12, -0.29], [0.19, -0.25, -0.15], [0.16, -0.02, -0.26], [-0.06, -0.10, 0.08], [-0.11, 0.05, 0.08], [0.07, 0.03, -0.01], [-0.02, 0.06, 0.13], [0.03, -0.02, -0.01]], "lowdin_spin": [3.0314, 0.0048, 0.0213, 0.1022, 0.0142, 0.1149, 0.0398, 0.0082, 0.0081, -0.0002, 0.0079, 0.0108, 0.1057, 0.0003, 0.0010, 0.0047, 0.0009, -0.0001, 0.0007, 0.0010, 0.0002, 0.0019, 0.0010, 0.0060, -0.0009, 0.0076, -0.0004, 0.0074, 0.0088, 0.0013, 0.0024, 0.0033, 0.0774, 0.0205, 0.0151, 0.0301, 0.0165, 0.0308, 0.0457, 0.0029, 0.0008, 0.0122, 0.0025, 0.0000, 0.0000, 0.0000, 0.0007, 0.0001, 0.0001, 0.0002, -0.0002, 0.0005, -0.0002, 0.0036, 0.0005, 0.0002, 0.0000, 0.0007, 0.0009, 0.0000, 0.0013, 0.0017, 0.0007, 0.0000, 0.0000, 0.0001, 0.0001, 0.0078, 0.0011, 0.0000, 0.0003, 0.0003, 0.0484, -0.0025, 0.0547, 0.0382, 0.0590, -0.0009, 0.0027, -0.0007, 0.0022, 0.0091, -0.0013]}


Record 2
{"formula": "C34H42Cl2NOP3PbS", "method": "ωB97M-V/def2-TZVPD", "energy_ha": -3985.6896, "total_charge": 2, "orbital_gap_ha": 0.20235, "species": ["P", "C", "C", "H", "C", "H", "C", "H", "C", "H", "C", "H", "C", "C", "H", "C", "H", "C", "H", "C", "H", "C", "H", "C", "C", "H", "C", "H", "C", "H", "C", "H", "C", "H", "Pb", "C", "C", "H", "C", "O", "H", "C", "H", "C", "Cl", "Cl", "P", "C", "H", "H", "H", "C", "H", "H", "H", "C", "H", "H", "H", "P", "C", "C", "H", "H", "H", "H", "H", "H", "C", "H", "H", "H", "H", "S", "C", "N", "C", "C", "C", "C", "H", "H", "H", "H", "H"], "xyz": [[-1.241, 2.004, -1.483], [-2.184, 3.390, -0.870], [-1.796, 4.705, -1.189], [-0.860, 4.880, -1.720], [-2.622, 5.767, -0.827], [-2.323, 6.783, -1.081], [-3.822, 5.529, -0.151], [-4.470, 6.364, 0.115], [-4.192, 4.222, 0.187], [-5.123, 4.033, 0.718], [-3.372, 3.148, -0.157], [-3.637, 2.127, 0.117], [0.435, 2.508, -1.877], [1.227, 3.092, -0.870], [0.794, 3.301, 0.112], [2.561, 3.400, -1.130], [3.179, 3.817, -0.334], [3.092, 3.193, -2.405], [4.131, 3.456, -2.612], [2.291, 2.664, -3.420], [2.693, 2.524, -4.422], [0.968, 2.308, -3.162], [0.339, 1.905, -3.958], [-2.061, 1.200, -2.858], [-2.612, 2.022, -3.860], [-2.532, 3.106, -3.773], [-3.257, 1.443, -4.951], [-3.671, 2.085, -5.726], [-3.372, 0.052, -5.043], [-3.874, -0.395, -5.901], [-2.850, -0.762, -4.035], [-2.945, -1.846, -4.094], [-2.204, -0.198, -2.933], [-1.844, -0.832, -2.122], [-0.700, -1.421, 1.699], [1.569, -2.171, 0.987], [2.050, -1.604, -0.109], [2.015, -2.964, 1.598], [1.287, -0.452, -0.774], [0.932, -0.915, -2.095], [0.272, -0.328, -2.514], [0.090, -0.090, -0.011], [1.922, 0.451, -0.847], [-1.018, 0.562, 0.070], [0.278, -2.988, 3.661], [-2.369, 0.065, 3.134], [1.055, 0.297, 3.430], [0.859, 0.086, 5.239], [1.349, -0.848, 5.540], [-0.215, 0.004, 5.446], [1.290, 0.951, 5.760], [2.872, 0.268, 3.233], [3.123, 0.542, 2.199], [3.217, -0.758, 3.416], [3.347, 0.966, 3.937], [0.680, 2.073, 3.211], [-0.409, 2.170, 3.104], [1.172, 2.447, 2.304], [1.029, 2.629, 4.093], [3.526, -2.165, -1.024], [4.520, -3.184, 0.053], [4.389, -0.667, -1.505], [3.921, -4.018, 0.440], [4.908, -2.593, 0.894], [5.364, -3.577, -0.531], [3.779, -0.077, -2.201], [5.333, -0.944, -1.990], [4.604, -0.062, -0.613], [2.977, -3.087, -2.456], [2.334, -3.913, -2.127], [3.850, -3.487, -2.988], [2.395, -2.421, -3.104], [-1.781, 0.701, 0.859], [-2.094, -3.552, 0.421], [-2.391, -4.357, 1.879], [-1.597, -5.434, 2.210], [-1.742, -6.137, 3.369], [-2.752, -5.797, 4.251], [-3.588, -4.710, 3.950], [-3.398, -3.989, 2.781], [-0.830, -5.657, 1.582], [-1.032, -6.944, 3.527], [-2.874, -6.368, 5.167], [-4.381, -4.422, 4.637], [-3.983, -3.107, 2.526]], "atomic_forces_ev_per_a": [[-0.19, -1.31, 2.18], [-0.12, 0.57, -0.16], [-0.33, -0.28, 0.13], [-0.25, 0.05, 0.08], [0.04, -0.03, 0.04], [-0.12, -0.24, 0.09], [0.15, -0.26, -0.08], [0.18, -0.23, -0.06], [0.14, -0.06, -0.01], [0.23, 0.09, -0.09], [0.23, 0.23, -0.19], [-0.11, 0.24, -0.08], [0.30, 0.25, -0.40], [0.01, -0.19, -0.16], [0.15, -0.12, -0.24], [-0.22, 0.06, 0.13], [-0.17, -0.05, -0.27], [-0.08, -0.13, -0.10], [-0.33, -0.07, 0.06], [0.08, -0.05, 0.00], [-0.06, 0.06, 0.24], [-0.10, 0.11, 0.34], [0.21, 0.06, 0.20], [-0.30, 0.06, -0.44], [0.12, -0.34, 0.00], [-0.05, -0.23, -0.09], [0.06, 0.01, 0.12], [0.06, -0.18, 0.16], [0.16, 0.06, 0.19], [0.13, 0.12, 0.25], [0.07, 0.09, 0.05], [-0.04, 0.27, -0.01], [-0.08, 0.34, -0.10], [-0.07, 0.11, -0.25], [2.97, -1.79, 1.75], [-0.35, -0.44, 0.21], [0.26, -0.44, 0.16], [0.08, 0.16, -0.55], [-0.67, 0.16, -0.69], [-0.07, 0.30, -0.01], [0.52, -0.21, 0.30], [-1.30, -0.66, 1.39], [-0.10, -0.26, 0.05], [-0.43, 3.81, -3.24], [-0.99, 0.08, -0.20], [0.45, -0.93, -0.88], [-0.13, 0.07, 0.08], [-0.14, -0.10, -0.28], [-0.15, 0.26, 0.01], [0.27, 0.04, 0.11], [-0.11, -0.30, -0.05], [-0.01, -0.14, -0.10], [0.03, -0.02, 0.23], [0.04, 0.27, 0.01], [-0.03, -0.22, -0.21], [-0.08, -0.02, 0.03], [0.28, 0.17, 0.09], [-0.12, -0.02, 0.23], [-0.12, 0.04, -0.35], [-1.44, 0.76, 0.84], [0.37, -0.13, 0.00], [0.52, -0.07, -0.22], [0.15, 0.23, -0.15], [-0.15, -0.13, -0.24], [-0.17, 0.02, 0.21], [0.10, -0.22, 0.12], [-0.15, 0.23, 0.04], [-0.04, -0.21, -0.19], [0.25, -0.18, -0.26], [0.18, 0.20, -0.03], [-0.22, 0.03, 0.02], [0.21, -0.20, 0.19], [0.29, 0.00, -0.65], [0.68, 1.39, -0.47], [0.23, -1.15, 1.31], [-0.81, 0.39, 0.68], [-0.32, 0.52, -0.37], [0.28, -0.12, -0.21], [0.23, -0.02, -0.17], [0.18, -0.12, 0.00], [-0.18, 0.08, 0.08], [-0.21, 0.17, 0.02], [0.04, 0.14, -0.22], [0.20, -0.08, -0.11], [0.00, -0.32, 0.15]], "mulliken_charge": [1.2659, 0.6566, -0.0753, 0.4121, -0.6956, 0.4305, -0.4953, 0.4123, -0.7740, 0.4174, -0.7333, 0.3821, 0.1699, -0.2001, 0.5277, -0.7366, 0.4539, -0.6515, 0.4507, -0.7866, 0.4593, -0.4392, 0.4381, 0.5409, -0.5455, 0.4749, -0.6275, 0.4232, -0.5693, 0.4122, -0.8860, 0.4533, -0.1481, 0.3813, 0.5314, -0.8207, -0.1287, 0.4782, 1.9445, -0.7380, 0.2035, 0.2510, -0.4565, -0.6485, -0.5217, -0.4338, 0.9005, -1.2086, 0.3526, 0.3224, 0.4558, -1.2078, 0.1697, 0.3124, 0.4676, -1.1237, 0.3152, 0.1211, 0.5342, 1.3960, -1.2665, -1.1540, 0.4181, 0.3788, 0.4285, 0.2422, 0.5035, 0.3662, -1.2705, 0.4121, 0.4695, 0.3374, -0.5087, -0.3447, 0.0053, 0.1099, -0.2472, -0.4836, -0.3264, -0.2529, 0.2503, 0.3998, 0.4203, 0.4217, 0.4247]}


Q: Which formula does entry 1 have?
A: C34H41N6OsS